Entry 1
One molecule with the formula C5H7F. Source: the Open Molecules 2025 dataset; level of theory: ωB97M-V/def2-TZVPD.

```
13
Properties=species:S:1:pos:R:3:nbo_charge:R:1
C 2.4656 -0.3152 -0.1849 -0.38
C 1.3021 -0.2294 0.5137 -0.21
C 0.0384 0.0681 -0.3067 0.13
F -0.3034 1.3299 0.0855 -0.36
C -1.1216 -0.8064 -0.0486 -0.24
C -2.3609 -0.2772 0.0057 -0.39
H 3.4666 -0.4397 0.2379 0.20
H 2.4784 -0.0162 -1.2784 0.20
H 1.1746 -0.2986 1.6279 0.22
H 0.2392 0.0302 -1.3885 0.18
H -0.9666 -1.8813 0.0221 0.21
H -2.3469 0.8793 0.0028 0.22
H -3.2569 -0.8818 0.1314 0.21
```

As for the gap between HOMO and LUMO: 0.407 hartree. For the LUMO energy, the calculation gives 0.0440 Ha. The HOMO energy is -9.9 eV.

Entry 2
One molecule with the formula C5H7F. Source: the Open Molecules 2025 dataset; level of theory: ωB97M-V/def2-TZVPD.

```
13
Properties=species:S:1:pos:R:3:nbo_charge:R:1
C -2.3713 -1.0910 -0.1642 -0.26
C -1.5037 -0.2162 0.0081 -0.01
C -0.7135 0.9718 0.1356 -0.49
C 0.7556 0.5437 -0.3864 -0.42
C 1.4319 -0.5889 0.2952 0.05
F 2.7914 -0.5795 -0.1734 -0.38
H -3.2521 -1.6448 -0.4492 0.25
H -0.5837 1.0471 1.2469 0.23
H -1.1420 1.9285 -0.2528 0.26
H 0.8173 0.3202 -1.4999 0.21
H 1.3537 1.3825 -0.3006 0.22
H 1.0406 -1.6626 0.1653 0.19
H 1.3758 -0.4108 1.3754 0.16
```

As for the gap between HOMO and LUMO: 0.398 hartree. For the LUMO energy, the calculation gives 0.0348 Ha. The HOMO energy is -9.9 eV.

Which one sits at the bottom of the stability order? entry 2 does.

Entry 1
A 2-piece molecular cluster, C2H10N3O overall. Source: the Open Molecules 2025 dataset; level of theory: ωB97M-V/def2-TZVPD.

```
16
Properties=species:S:1:pos:R:3:nbo_charge:R:1
C 2.1206 0.5745 0.1645 -0.42
N 0.6497 0.6731 0.0805 -0.56
C -0.1727 0.1067 0.9502 0.68
N -1.4830 0.3009 0.8525 -0.74
N 0.2746 -0.8702 1.7692 -0.77
H 2.5045 1.1723 -0.6498 0.25
H 2.4296 0.7404 1.1731 0.22
H 2.4135 -0.4672 -0.0156 0.20
H 0.3022 0.9818 -0.8098 0.43
H -1.8181 0.8042 0.0451 0.43
H -2.1311 -0.1996 1.4215 0.42
H -0.3190 -1.6258 2.0519 0.43
H 1.2602 -1.0569 1.6971 0.41
H -1.7817 -1.1436 -2.8714 0.49
H -2.3184 0.2507 -3.2945 0.49
O -1.9308 -0.2412 -2.5644 -0.97
```

As for the gap between HOMO and LUMO: 0.426 hartree. For the LUMO energy, the calculation gives -0.1140 Ha. Its total charge is +1. The HOMO energy is -14.7 eV.

Entry 2
A 3-piece molecular cluster, C2H10N3O overall. Source: the Open Molecules 2025 dataset; level of theory: ωB97M-V/def2-TZVPD.

```
16
Properties=species:S:1:pos:R:3:nbo_charge:R:1
C 1.8856 -3.6384 0.1068 -0.28
C -0.3811 0.1710 -0.4527 0.24
N -0.3044 1.3240 0.0029 -0.70
N 0.5614 -1.9341 0.9980 -0.14
N -1.6054 3.8716 -0.4612 -1.08
O 0.6646 -3.1207 0.5912 -0.23
H 1.8461 -3.7977 -0.9501 0.22
H 2.2101 -4.5333 0.5892 0.23
H 2.6883 -2.8960 0.3052 0.21
H -1.1933 -0.1342 -1.0943 0.18
H -0.8875 2.1470 -0.2562 0.46
H 0.3629 1.5833 0.7156 0.42
H -0.3713 -1.8031 1.3989 0.33
H -1.1281 4.7401 -0.0370 0.39
H -1.7011 4.1693 -1.3272 0.36
H -2.6467 3.8512 -0.1291 0.39
```

As for the gap between HOMO and LUMO (alpha / beta): 0.245 / 0.361 hartree. For the LUMO energy (alpha / beta), the calculation gives -0.2104 / -0.1495 Ha. Its total charge is +1. The HOMO energy (alpha / beta) is -12.4 / -13.9 eV.

Entry 3
A 2-piece molecular cluster, C2H10N3O overall. Source: the Open Molecules 2025 dataset; level of theory: ωB97M-V/def2-TZVPD.

```
16
Properties=species:S:1:pos:R:3:nbo_charge:R:1
C -0.0032 0.2031 0.1442 0.66
N -1.0469 -0.5858 -0.1287 -0.77
N -0.1114 1.0536 1.0907 -0.55
N 1.0943 0.1450 -0.5695 -0.76
C -1.2060 1.4972 1.9724 -0.43
H -0.9505 -1.3206 -0.8340 0.43
H -1.7412 -0.6802 0.6167 0.42
H 0.7308 1.3998 1.5570 0.42
H 1.8734 0.7566 -0.3137 0.42
H 1.2517 -0.6501 -1.1938 0.45
H -2.1058 1.4142 1.3399 0.22
H -1.0634 2.5567 2.2439 0.25
H -1.3700 0.9164 2.8956 0.23
O 1.6792 -1.9886 -2.6517 -0.97
H 2.1024 -2.8183 -2.9691 0.51
H 0.8669 -1.8991 -3.1999 0.48
```

As for the gap between HOMO and LUMO: 0.434 hartree. For the LUMO energy, the calculation gives -0.1106 Ha. Its total charge is +1. The HOMO energy is -14.8 eV.

Which one sits at the bottom of the stability order? entry 2 does.